# 1
15
Properties=species:S:1:pos:R:3:forces:R:3 method="wB97M-V/def2-TZVPD" e_homo_ev=-9.8 spin_multiplicity=1 total_charge=0 max_force_ha_per_bohr=0.0214 smiles=C[C@H]1CN1CC#N homo_lumo_gap_ev=10.73
C -0.05019 1.29513 -1.59897 0.0 0.0 0.0
C -0.09390 -0.03674 -0.89730 -0.1 0.0 -0.1
C 1.11475 -0.82477 -0.52943 0.2 -0.2 -0.1
N 0.39275 -0.06154 0.46773 0.0 0.1 0.1
C -0.36701 -0.75957 1.48581 0.0 -0.1 0.1
C -0.87255 0.23543 2.45030 -0.3 0.7 0.6
N -1.23303 1.04450 3.19266 0.3 -0.8 -0.7
H 0.79750 1.87610 -1.22462 -0.1 -0.1 -0.1
H -0.96606 1.86034 -1.39461 0.1 -0.1 0.0
H 0.04213 1.17562 -2.68286 0.0 0.0 0.1
H -0.97752 -0.64561 -1.11121 0.1 0.1 0.1
H 1.03137 -1.91255 -0.52372 -0.1 0.2 0.0
H 2.11340 -0.45255 -0.75039 -0.2 0.0 0.0
H -1.21690 -1.33959 1.08946 0.1 0.1 0.1
H 0.28526 -1.45420 2.02714 -0.1 0.1 0.0

# 2
79
Properties=species:S:1:pos:R:3:forces:R:3 method="wB97M-V/def2-TZVPD" e_homo_ev=-1.6 spin_multiplicity=1 total_charge=-2 max_force_ha_per_bohr=0.0033 homo_lumo_gap_ev=5.26
Pd 1.70984 0.45843 0.18957 0.1 -0.1 -0.1
I -1.10509 -4.04188 -1.79455 0.0 0.0 0.0
C -1.23570 -3.05378 0.04416 0.0 -0.1 0.0
C -2.01109 -3.60927 1.05713 0.0 0.0 0.0
C -2.09947 -3.00359 2.28368 0.0 0.0 0.0
I -3.31877 -3.89966 3.73907 0.0 0.0 0.0
C -1.36388 -1.82103 2.55897 0.0 0.0 0.0
C -1.38384 -1.13703 3.79452 0.0 0.0 0.0
C -0.61582 -0.02387 3.97069 0.0 0.0 0.0
C 0.21136 0.40300 2.92200 0.0 0.0 0.0
N 0.24495 -0.20441 1.76043 0.0 0.1 0.0
C -0.54709 -1.27857 1.53638 0.0 0.0 0.0
C -0.51394 -1.84358 0.17464 0.0 0.0 0.1
O 0.10006 -1.28487 -0.76072 0.1 0.1 0.0
H -2.55164 -4.52678 0.86485 0.0 0.0 0.0
H -2.01846 -1.50259 4.59155 0.0 0.0 0.0
H -0.63364 0.53248 4.89834 0.0 0.0 0.0
H 0.84185 1.27565 3.02926 0.0 0.0 0.0
C 2.45423 3.75584 -1.96357 0.0 0.0 0.0
C 3.06002 2.52092 -2.61574 0.0 0.0 0.0
N 3.79160 1.67404 -1.68707 0.0 0.0 0.0
C 3.18592 0.48139 -1.19198 -0.1 0.0 0.1
S 3.94878 -0.23918 0.21535 0.0 0.0 0.0
N 2.67789 -0.30645 -2.26786 0.0 0.0 0.0
C 3.66353 -0.86112 -3.18117 0.0 0.0 0.0
C 2.97733 -1.76627 -4.19050 0.0 0.0 0.0
H 1.91962 4.36176 -2.70270 0.0 0.0 0.0
H 3.23769 4.38439 -1.52732 0.0 0.0 0.0
H 1.76444 3.47492 -1.16766 0.0 0.0 0.0
H 3.73275 2.82862 -3.42848 0.0 0.0 0.0
H 2.28116 1.90590 -3.06429 0.0 0.0 0.0
H 4.21242 2.18054 -0.92130 0.0 0.0 0.0
H 2.07061 -1.02965 -1.89401 0.0 0.0 0.0
H 4.43802 -1.41967 -2.63105 0.0 0.0 0.0
H 4.16938 -0.03746 -3.69236 0.0 0.0 0.0
H 2.45825 -2.58314 -3.68376 0.0 0.0 0.0
H 3.70071 -2.19922 -4.88641 0.0 0.0 0.0
H 2.22862 -1.20994 -4.75720 0.0 0.0 0.0
C -2.13586 0.30757 -5.03260 0.0 0.0 0.0
As -1.17658 -0.36335 -3.43095 0.0 0.0 0.0
C -0.60574 1.40182 -2.82066 0.0 0.0 0.0
C -2.72785 -0.55359 -2.18294 0.0 0.0 0.0
C -3.89741 0.31595 -2.49461 0.0 0.0 0.0
C -4.01090 1.59487 -1.94486 0.0 0.0 0.0
C -5.06660 2.42690 -2.29246 0.0 0.0 0.0
C -6.04207 1.99660 -3.18265 0.0 0.0 0.0
C -5.95505 0.71602 -3.71618 0.0 0.0 0.0
C -4.89504 -0.11025 -3.37442 0.0 0.0 0.0
H -2.76115 1.17374 -4.81064 0.0 0.0 0.0
H -2.75797 -0.47777 -5.46472 0.0 0.0 0.0
H -1.37829 0.58785 -5.76798 0.0 0.0 0.0
H 0.07114 1.82662 -3.56365 0.0 0.0 0.0
H -0.08040 1.30319 -1.86993 0.0 0.0 0.0
H -1.46391 2.06325 -2.69463 0.0 0.0 0.0
H -2.30553 -0.31514 -1.20521 0.0 0.0 0.0
H -3.00421 -1.60862 -2.19177 0.0 0.0 0.0
H -3.27536 1.91905 -1.21706 0.0 0.0 0.0
H -5.12420 3.41699 -1.85323 0.0 0.0 0.0
H -6.86722 2.64661 -3.45015 0.0 0.0 0.0
H -6.71529 0.36021 -4.40288 0.0 0.0 0.0
H -4.82902 -1.10670 -3.79887 0.0 0.0 0.0
C -4.08110 7.02904 -2.35645 0.0 0.0 0.0
C -3.31911 6.01989 -1.53720 0.0 0.0 0.0
C -3.79558 5.58658 -0.30409 0.0 0.0 0.0
C -3.09083 4.65548 0.44708 0.0 0.0 0.0
C -1.89475 4.13999 -0.02864 0.0 0.0 0.0
C -1.40018 4.57434 -1.24997 0.0 0.0 0.0
C -2.11008 5.50378 -1.99535 0.0 0.0 0.0
S -1.06784 2.83631 0.88615 0.0 0.0 0.0
O -1.84326 1.64999 0.55422 -0.1 0.0 0.0
O -1.16473 3.24314 2.27939 0.0 0.0 0.0
O 0.29587 2.81441 0.35806 -0.1 0.0 0.0
H -5.07186 7.20733 -1.93644 0.0 0.0 0.0
H -4.20779 6.68573 -3.38515 0.0 0.0 0.0
H -3.55683 7.98746 -2.39391 0.0 0.0 0.0
H -4.73584 5.97870 0.07079 0.0 0.0 0.0
H -3.46165 4.31394 1.40530 0.0 0.0 0.0
H -0.46102 4.17286 -1.60634 0.0 0.0 0.0
H -1.72124 5.82760 -2.95581 0.0 0.0 0.0